DFT (ωB97M-V/def2-TZVPD) results for a gas-phase ion, C5H12N2 (charge +2).

Kohn-Sham gap: 9.51 eV
SMILES string: C=[NH+]C(=C)CC[NH3+]
Charge: +2
E_HOMO: -18.40 eV

Atoms and positions in Å:
C: 0.193 -2.666 -0.957
N: -0.885 -1.888 -0.876
C: -0.869 -0.585 -0.327
C: -2.022 0.010 -0.464
C: 0.407 -0.008 0.255
C: 0.284 1.349 0.997
N: 1.605 2.139 0.591
H: 1.187 -2.295 -0.873
H: -0.024 -3.747 -1.037
H: -1.833 -2.312 -1.102
H: -2.410 0.980 -0.107
H: -2.987 -0.385 -0.851
H: 1.037 0.035 -0.653
H: 1.016 -0.576 1.006
H: 0.185 0.979 2.050
H: -0.624 1.972 0.556
H: 1.448 3.109 0.398
H: 2.152 1.642 -0.123
H: 2.140 2.248 1.515

DFT (ωB97M-V/def2-TZVPD) results for a molecular structure, C5H12N2.

Kohn-Sham gap: 6.80 eV
Charge: +2
E_HOMO: -19.28 eV

Atoms and positions in Å:
C: -1.408 -0.901 0.745
C: 0.029 -0.420 0.784
C: 0.384 0.665 -0.168
C: 1.254 0.420 -1.224
N: 1.663 1.198 -2.201
C: 1.169 2.510 -2.381
N: -1.034 -2.508 2.498
H: -1.709 -1.439 -0.155
H: -2.183 -0.199 1.056
H: 0.653 -1.290 0.565
H: 0.236 -0.102 1.815
H: 0.051 1.684 0.020
H: 1.674 -0.585 -1.243
H: 0.936 2.649 -3.443
H: 0.277 2.758 -1.803
H: 1.980 3.214 -2.138
H: -1.549 -2.334 3.373
H: -1.407 -1.809 1.629
H: -1.018 -3.512 2.270

DFT (ωB97M-V/def2-TZVPD) results for 2 unconnected molecules or ions with the total composition C5H12N2O.

Kohn-Sham gap: 10.07 eV
SMILES string: [H]/N=C(\N)CC.CC=O
Charge: 0
E_HOMO: -9.34 eV

Atoms and positions in Å:
H: -0.850 -2.089 0.924
N: -0.344 -1.607 0.177
C: 0.678 -0.984 0.651
N: 0.917 -0.942 1.990
C: 1.574 -0.186 -0.278
C: 1.757 -0.801 -1.658
H: 0.156 -1.196 2.608
H: 1.494 -0.186 2.342
H: 1.123 0.809 -0.376
H: 2.552 -0.049 0.197
H: 1.572 -0.048 -2.432
H: 1.100 -1.653 -1.855
H: 2.789 -1.144 -1.785
C: -2.012 1.755 -0.638
C: -2.153 1.024 0.661
O: -3.192 0.499 1.046
H: -1.624 2.757 -0.437
H: -1.314 1.218 -1.284
H: -2.983 1.837 -1.131
H: -1.241 0.984 1.279

DFT (ωB97M-V/def2-TZVPD) results for a single C5H12N2O molecule.

Kohn-Sham gap: 9.71 eV
SMILES string: CN(C)CCNC=O
Charge: 0
E_HOMO: -8.83 eV

Atoms and positions in Å:
C: 0.066 1.571 1.825
N: 0.861 0.595 1.123
C: 2.169 0.370 1.655
C: 1.007 0.906 -0.337
C: 0.518 -0.225 -1.254
N: -0.904 -0.429 -1.507
C: -1.657 -1.248 -0.671
O: -2.556 -1.890 -1.167
H: -0.996 1.406 1.552
H: 0.294 2.637 1.740
H: -0.079 1.247 2.870
H: 2.044 -0.066 2.676
H: 2.775 1.326 1.771
H: 2.702 -0.427 1.121
H: 2.022 1.137 -0.672
H: 0.355 1.767 -0.451
H: 0.960 0.112 -2.220
H: 1.093 -1.136 -1.013
H: -1.210 -0.467 -2.466
H: -1.356 -1.256 0.370

DFT (ωB97M-V/def2-TZVPD) results for a single C5H12N2O molecule.

Kohn-Sham gap: 10.30 eV
SMILES string: CCCCNC(N)=O
Charge: 0
E_HOMO: -9.38 eV

Atoms and positions in Å:
C: 0.561 -0.914 -2.737
C: 0.835 -1.191 -1.242
C: 0.742 0.202 -0.524
C: -0.649 0.427 0.026
N: -0.870 -0.207 1.347
C: -0.669 0.352 2.544
N: -0.593 1.759 2.634
O: -0.315 -0.265 3.545
H: 0.293 -1.833 -3.272
H: -0.282 -0.235 -2.873
H: 1.487 -0.579 -3.205
H: 1.823 -1.548 -0.939
H: 0.105 -1.929 -0.911
H: 0.916 0.955 -1.302
H: 1.539 0.467 0.182
H: -1.412 -0.012 -0.621
H: -0.939 1.469 0.195
H: -0.861 -1.201 1.287
H: -1.413 2.256 2.313
H: -0.298 2.028 3.553

DFT (ωB97M-V/def2-TZVPD) results for a single C5H12N2O molecule.

Kohn-Sham gap: 9.92 eV
SMILES string: [H]/N=C/[C@@H](ON)C(C)C
Charge: 0
E_HOMO: -8.96 eV

Atoms and positions in Å:
H: 2.797 -2.516 -0.382
N: 2.257 -1.680 0.094
C: 1.470 -1.016 -0.622
C: 0.734 0.116 0.085
O: 1.377 1.328 -0.316
N: 2.651 1.457 0.192
C: -0.738 0.118 -0.385
C: -1.534 -1.146 0.116
C: -1.400 1.457 -0.093
H: 1.266 -1.015 -1.644
H: 0.672 0.135 1.201
H: 3.396 1.083 -0.449
H: 2.676 0.977 1.098
H: -0.796 -0.100 -1.430
H: -2.105 -1.617 -0.689
H: -2.175 -0.815 0.962
H: -0.626 -1.609 0.584
H: -1.470 1.479 1.052
H: -0.775 2.392 -0.392
H: -2.431 1.564 -0.482

DFT (ωB97M-V/def2-TZVPD) results for 2 unconnected molecules or ions with the total composition C5H12N2O.

Kohn-Sham gap: 10.15 eV
SMILES string: C=CN=C.CNCO
Charge: 0
E_HOMO: -9.07 eV

Atoms and positions in Å:
C: 2.764 0.121 -0.233
C: 1.838 1.051 -0.034
N: 1.072 1.625 -1.064
C: 1.670 2.282 -1.957
H: 2.991 -0.237 -1.229
H: 3.286 -0.322 0.603
H: 1.530 1.348 0.960
H: 1.094 2.712 -2.771
H: 2.749 2.454 -1.931
C: -2.495 -1.889 -0.151
N: -1.298 -1.410 0.533
C: -1.536 -0.196 1.279
O: -0.395 0.139 2.033
H: -3.231 -2.187 0.594
H: -2.242 -2.762 -0.749
H: -2.954 -1.141 -0.812
H: -0.558 -1.239 -0.140
H: -1.733 0.674 0.644
H: -2.408 -0.361 1.922
H: -0.144 -0.665 2.504

DFT (ωB97M-V/def2-TZVPD) results for a single C5H12N2O molecule.

Kohn-Sham gap: 9.99 eV
SMILES string: CN[C@H](CN)CC=O
Charge: 0
E_HOMO: -9.08 eV

Atoms and positions in Å:
C: -1.035 1.987 -0.489
N: 0.264 1.516 -0.112
C: 0.430 0.092 0.216
C: 0.489 -0.849 -0.983
N: 1.820 -1.027 -1.616
C: -0.584 -0.393 1.267
C: -0.489 -1.794 1.785
O: -0.874 -2.093 2.887
H: -1.920 1.718 0.116
H: -1.099 3.069 -0.321
H: -1.245 1.795 -1.547
H: 0.707 2.073 0.594
H: 1.455 0.122 0.601
H: 0.154 -1.861 -0.787
H: -0.232 -0.565 -1.761
H: 1.758 -0.816 -2.603
H: 2.540 -0.437 -1.227
H: -0.580 0.306 2.107
H: -1.546 -0.299 0.747
H: -0.014 -2.544 1.126

DFT (ωB97M-V/def2-TZVPD) results for a single C5H12N2O molecule.

Kohn-Sham gap: 10.35 eV
SMILES string: CCN(C=O)CCN
Charge: 0
E_HOMO: -9.43 eV

Atoms and positions in Å:
C: 0.745 -0.074 -2.597
C: -0.391 -0.535 -1.608
N: 0.090 -0.574 -0.227
C: 0.913 -1.623 0.080
O: 1.490 -1.868 1.113
C: -0.694 -0.060 0.930
C: -0.213 1.319 1.423
N: -0.928 1.612 2.669
H: 1.578 0.180 -1.953
H: 0.945 -0.905 -3.269
H: 0.397 0.761 -3.199
H: -0.666 -1.559 -1.867
H: -1.264 0.113 -1.627
H: 1.077 -2.297 -0.792
H: -0.562 -0.880 1.632
H: -1.755 0.049 0.702
H: -0.441 1.990 0.596
H: 0.871 1.247 1.562
H: -0.822 0.804 3.268
H: -0.372 2.300 3.162

DFT (ωB97M-V/def2-TZVPD) results for a single C5H12N2O molecule.

Kohn-Sham gap: 9.36 eV
SMILES string: C=NCC[C@H](N)CO
Charge: 0
E_HOMO: -8.65 eV

Atoms and positions in Å:
C: 0.752 1.428 -1.889
N: 1.764 0.715 -1.555
C: 2.106 0.389 -0.281
C: 1.012 -0.635 0.279
C: -0.513 -0.225 0.142
N: -0.681 1.098 0.850
C: -1.352 -1.411 0.702
O: -2.737 -0.887 0.481
H: 0.160 2.318 -1.604
H: 0.579 1.506 -3.000
H: 1.786 1.166 0.468
H: 3.167 0.214 -0.201
H: 1.220 -1.607 -0.339
H: 1.293 -0.873 1.323
H: -0.636 -0.070 -1.015
H: -0.360 1.139 1.829
H: -1.566 1.454 0.734
H: -1.230 -2.476 0.423
H: -1.296 -1.628 1.780
H: -3.469 -1.618 0.873

DFT (ωB97M-V/def2-TZVPD) results for a single C5H12N2O molecule.

Kohn-Sham gap: 8.38 eV
SMILES string: CC(=C(N)N)[C@H](C)O
Charge: 0
E_HOMO: -7.52 eV

Atoms and positions in Å:
C: 0.630 -1.463 0.583
C: 0.081 -0.239 -0.114
C: 0.678 0.220 -1.228
N: 0.290 1.359 -1.943
N: 1.793 -0.413 -1.790
C: -1.153 0.391 0.487
C: -0.899 0.874 1.921
O: -2.277 -0.476 0.431
H: 0.701 -2.308 -0.104
H: 1.626 -1.275 0.994
H: -0.010 -1.761 1.410
H: -0.683 1.601 -1.823
H: 0.524 1.290 -2.924
H: 2.378 0.218 -2.319
H: 2.332 -0.949 -1.126
H: -1.464 1.259 -0.101
H: -0.609 0.050 2.569
H: -0.104 1.614 1.920
H: -1.805 1.323 2.320
H: -2.028 -1.315 0.834

DFT (ωB97M-V/def2-TZVPD) results for a single C5H12N2O molecule.

Kohn-Sham gap: 9.95 eV
SMILES string: CNCCNCC=O
Charge: 0
E_HOMO: -9.02 eV

Atoms and positions in Å:
C: -3.204 1.077 1.022
N: -2.100 0.428 0.190
C: -0.749 0.982 0.535
C: 0.298 0.630 -0.527
N: 1.236 -0.494 0.007
C: 2.151 -1.022 -1.101
C: 3.230 -1.893 -0.436
O: 4.313 -1.378 -0.463
H: -4.031 0.379 0.964
H: -2.991 1.325 2.004
H: -3.520 2.000 0.440
H: -2.032 -0.562 0.475
H: -0.560 0.655 1.500
H: -0.681 2.143 0.600
H: 0.811 1.489 -0.585
H: -0.041 0.098 -1.379
H: 0.681 -1.279 0.310
H: 2.682 -0.240 -1.628
H: 1.540 -1.517 -1.954
H: 2.966 -2.823 0.027

DFT (ωB97M-V/def2-TZVPD) results for 2 unconnected molecules or ions with the total composition C5H12N2O.

Kohn-Sham gap: 8.18 eV
SMILES string: CC/C(N)=C/N.C=O
Charge: 0
E_HOMO: -7.54 eV

Atoms and positions in Å:
C: 2.221 1.703 1.498
C: 1.193 0.847 2.206
C: -0.231 0.735 1.494
N: -0.205 0.291 0.062
C: -1.472 1.026 2.021
N: -2.658 0.509 1.540
H: 2.130 2.866 1.582
H: 2.359 1.576 0.376
H: 3.157 1.342 1.695
H: 1.595 -0.230 2.249
H: 1.248 1.278 3.212
H: 0.626 0.213 -0.499
H: -1.053 -0.105 -0.308
H: -1.409 1.461 2.939
H: -2.882 -0.324 2.033
H: -3.334 1.259 1.586
C: -0.289 -3.661 -5.951
O: -0.221 -2.571 -6.521
H: 0.482 -3.989 -5.310
H: -1.258 -4.225 -5.903

DFT (ωB97M-V/def2-TZVPD) results for a single C5H12N2O molecule.

Kohn-Sham gap: 10.35 eV
SMILES string: CCC[C@H](N)C(N)=O
Charge: 0
E_HOMO: -9.54 eV

Atoms and positions in Å:
C: 2.316 0.477 -1.487
C: 1.487 -0.502 -0.672
C: -0.002 -0.058 -0.551
C: -0.412 0.244 0.899
N: -0.312 -0.978 1.736
C: -1.768 0.905 1.196
N: -2.812 0.188 0.649
O: -1.925 1.929 1.799
H: 2.992 -0.051 -2.171
H: 1.679 1.026 -2.182
H: 3.007 1.137 -0.966
H: 1.859 -0.773 0.303
H: 1.479 -1.442 -1.232
H: -0.735 -0.790 -0.946
H: -0.210 0.691 -1.323
H: 0.328 0.951 1.284
H: 0.489 -1.475 1.358
H: -1.133 -1.581 1.707
H: -3.708 0.669 0.585
H: -2.620 -0.565 0.013

DFT (ωB97M-V/def2-TZVPD) results for a molecular structure, C5H12N2O.

Kohn-Sham gap: 8.18 eV
Charge: 0
E_HOMO: -7.53 eV

Atoms and positions in Å:
C: 0.864 -1.967 -0.727
N: 0.459 0.497 -0.615
C: -0.150 -0.909 -0.365
C: -1.465 -0.969 -0.913
O: -0.335 1.272 -1.439
H: -1.254 0.513 -1.524
H: 1.420 0.431 -0.974
H: 0.467 -2.950 -0.479
H: 1.806 -1.805 -0.200
H: 1.069 -1.950 -1.799
H: -2.267 -0.448 -0.402
H: -1.786 -1.955 -1.222
C: -0.600 1.695 1.338
C: 0.594 0.936 0.828
N: 1.838 1.094 1.122
H: 1.977 1.477 2.053
H: 0.044 -0.625 0.931
H: -0.413 2.033 2.356
H: -0.775 2.557 0.693
H: -1.495 1.072 1.338

DFT (ωB97M-V/def2-TZVPD) results for a gas-phase ion, C5H12N2O (charge +1).

Kohn-Sham gap (spin up / spin down): 10.53 / 5.55 eV
Spin multiplicity: 2
Expectation value of S²: 0.7543
Charge: +1
E_HOMO (spin up / spin down): -13.60 / -13.58 eV

Atoms and positions in Å:
C: -0.618 0.753 -0.721
N: -1.912 0.126 -0.756
C: -2.498 -0.138 -1.976
O: -1.887 -0.246 -3.008
C: 0.400 -0.126 0.097
C: 1.723 -0.265 -0.675
N: 0.688 0.480 1.372
C: 0.896 -0.369 2.523
H: -0.669 1.791 -0.389
H: -0.311 0.750 -1.762
H: -2.573 0.301 -0.012
H: -3.585 -0.265 -1.944
H: -0.066 -1.088 0.254
H: 2.269 0.650 -0.876
H: 2.341 -1.034 -0.213
H: 1.431 -0.681 -1.650
H: 1.450 1.157 1.296
H: 1.744 -1.036 2.341
H: 0.007 -0.971 2.696
H: 1.171 0.213 3.403

DFT (ωB97M-V/def2-TZVPD) results for a single C5H12N2O2 molecule.

Kohn-Sham gap: 8.21 eV
SMILES string: COC(=NN(C)C)OC
Charge: 0
E_HOMO: -7.45 eV

Atoms and positions in Å:
C: -2.282 -1.765 -0.226
O: -0.914 -1.222 -0.578
C: -0.657 -0.116 -0.268
N: 0.578 0.271 -0.068
N: 1.704 -0.395 -0.373
C: 2.706 0.597 -0.840
C: 1.975 -0.886 1.058
O: -1.704 0.605 0.146
C: -1.761 2.088 0.197
H: -2.684 -1.274 0.643
H: -3.131 -1.413 -1.111
H: -2.419 -2.867 -0.338
H: 3.551 -0.143 -1.227
H: 3.043 1.193 0.065
H: 2.240 1.184 -1.679
H: 0.748 -1.283 1.368
H: 1.879 -0.132 1.813
H: 2.658 -1.763 1.117
H: -1.607 2.562 -0.793
H: -1.134 2.580 1.002
H: -2.789 2.178 0.093

DFT (ωB97M-V/def2-TZVPD) results for a single C5H12N2O2 molecule.

Kohn-Sham gap (spin up / spin down): 8.12 / 6.69 eV
Charge: 0
E_HOMO (spin up / spin down): -7.43 / -6.17 eV

Atoms and positions in Å:
C: -1.345 -0.050 -0.485
C: 0.920 1.441 -1.176
C: -1.158 -1.209 -1.444
N: -0.161 1.143 1.043
C: 1.129 -0.412 0.564
C: 0.336 0.499 -0.158
N: -0.473 0.532 2.287
O: 0.672 -1.496 1.275
O: 2.447 -0.574 0.169
H: 2.719 -1.467 0.419
H: -0.034 -1.129 1.872
H: 0.269 0.794 2.951
H: -1.343 0.938 2.621
H: -1.940 -0.353 0.372
H: -1.859 0.783 -0.958
H: 0.131 2.076 -1.588
H: 1.646 2.123 -0.723
H: 1.439 0.877 -1.954
H: -2.141 -1.498 -1.834
H: -0.541 -0.945 -2.305
H: -0.713 -2.073 -0.947

DFT (ωB97M-V/def2-TZVPD) results for a molecular structure, C5H12N2OS.

Kohn-Sham gap (spin up / spin down): 7.10 / 7.11 eV
Charge: +2
E_HOMO (spin up / spin down): -16.80 / -16.81 eV

Atoms and positions in Å:
C: -0.240 -0.607 0.710
C: 0.185 -0.462 -1.193
C: -0.056 1.811 0.141
C: -0.616 1.221 2.417
C: 1.180 -2.684 -1.357
N: -0.709 0.810 0.987
N: 0.385 -1.625 -1.987
O: -0.824 2.899 -0.005
S: 0.361 1.127 -1.524
H: -1.017 -1.240 0.723
H: 0.944 1.994 0.488
H: 0.282 0.959 2.896
H: -0.600 2.366 2.541
H: -1.392 0.890 3.053
H: 1.744 -2.438 -0.508
H: 0.440 -3.495 -1.123
H: 1.875 -3.145 -1.988
H: -1.744 1.075 0.814
H: -0.474 -2.027 -2.384
H: 0.800 -1.236 -2.758
H: -0.523 3.807 0.056

DFT (ωB97M-V/def2-TZVPD) results for a molecular structure, C5H12N2S.

Kohn-Sham gap: 9.62 eV
Charge: +2
E_HOMO: -16.62 eV

Atoms and positions in Å:
C: -0.213 1.313 -0.822
C: -1.320 1.865 -0.319
C: 0.092 -0.076 -0.303
C: -1.556 -0.698 0.425
C: 1.118 0.139 0.874
N: -2.478 -1.708 -0.450
N: 2.144 0.982 0.276
S: -2.379 0.859 0.701
H: 0.506 1.756 -1.454
H: -1.701 2.849 -0.477
H: 0.494 -0.703 -1.129
H: -1.373 -1.304 1.299
H: 1.589 -0.726 1.321
H: 0.485 0.666 1.533
H: -2.997 -1.267 -1.230
H: -3.059 -2.183 0.128
H: -1.956 -2.454 -0.805
H: 3.159 0.595 0.590
H: 2.283 1.941 0.565
H: 2.177 0.769 -0.809

Asked for energy above the lowest of the compared OMol25 structures with the same formula, charge and spin across the records above, the calculation gives 1.861, 7.751, 1.557, 2.142, 0.781, 4.615, 3.063, 2.372, 1.624, 4.866, 1.339, 3.871, 4.188, 1.188, 6.731, 0.591, 7.718, 6.937, 2.518, 1.224 eV in order.